1.
Here is 2 unconnected molecules or ions with the total composition C4H8ClN from OMol25. Energies are from ωB97M-V with the def2-TZVPD basis set.

Geometry (Å):
1 C -2.45317 0.60338 -0.66953
2 C 1.00703 -0.23609 1.30932
3 C 1.38139 -0.49697 -1.13793
4 C 0.75024 -0.82374 0.13826
5 N -1.63260 1.30707 0.08385
6 Cl -3.53370 -0.28622 0.37077
7 H -0.72914 1.61552 -0.35216
8 H 0.62492 -0.75750 2.09828
9 H 1.45279 0.62118 1.50381
10 H 0.67275 -0.04679 -1.74654
11 H 1.72809 -1.38897 -1.76362
12 H 2.39092 -0.01381 -1.18344
13 H 0.01047 -1.63511 0.18039
14 H -1.66999 1.53809 1.16853

Results
2S+1 = 3
Energy above the lowest of the compared OMol25 structures with the same formula, charge and spin = 91.84 kcal/mol

Atomic partial charges in e from the Löwdin method, atoms 1 to 5:
1 C -0.6025
2 C 0.0324
3 C -0.1261
4 C -0.2489
5 N -0.1386


2.
Here is 5 unconnected molecules or ions with the total composition C27H41ClN6O9S2 from OMol25. Energies are from ωB97M-V with the def2-TZVPD basis set.

Geometry (Å):
1 C 3.57911 0.29155 -1.26753
2 C 3.09168 1.52942 -2.00662
3 C 4.07382 2.67905 -1.91211
4 O 3.40286 3.95925 -1.76483
5 C 2.61423 4.05230 -0.72180
6 O 2.67903 3.37812 0.26061
7 C 1.51662 5.08842 -0.83454
8 S 0.90115 5.25734 -2.53601
9 N -0.78521 4.76836 -2.48821
10 C -1.26875 4.32974 -3.65390
11 C -2.52997 3.79229 -3.75404
12 C -3.33158 3.67850 -2.63433
13 C -4.64031 2.98692 -2.70093
14 C -4.97233 2.23504 -3.80900
15 C -6.15939 1.53512 -3.84773
16 N -7.01318 1.56558 -2.81976
17 C -8.26155 0.76595 -2.85289
18 C -8.18582 -0.23080 -1.70048
19 O -7.51716 -1.18789 -1.79242
20 Cl -9.06600 0.15238 -0.25850
21 C -6.73362 2.31847 -1.73514
22 C -5.55620 3.02670 -1.66085
23 C -2.83471 4.20174 -1.44176
24 C -1.56479 4.73821 -1.39430
25 O 2.87949 1.26561 -3.40975
26 C 1.70494 0.62355 -3.66738
27 O 1.64132 -0.49752 -4.02732
28 C 0.48829 1.51022 -3.54004
29 S -0.40817 1.35326 -1.96852
30 H 3.23752 -0.60969 -1.76215
31 H 4.66051 0.25783 -1.24027
32 H 3.17893 0.29913 -0.26016
33 H 2.13952 1.83327 -1.59355
34 H 4.80169 2.50138 -1.13605
35 H 4.61695 2.75194 -2.84201
36 H 0.77468 4.81096 -0.10218
37 H 1.89239 6.06425 -0.54971
38 H -0.64786 4.36663 -4.52962
39 H -2.87046 3.42600 -4.70266
40 H -4.30473 2.13732 -4.64136
41 H -6.39985 0.92481 -4.69671
42 H -9.11499 1.42509 -2.78972
43 H -8.25055 0.17499 -3.75372
44 H -7.44062 2.32128 -0.92876
45 H -5.40564 3.59621 -0.76503
46 H -3.38249 4.15697 -0.52279
47 H -1.19105 5.11119 -0.46208
48 H -0.22524 1.21767 -4.29539
49 H 0.79020 2.53445 -3.72721
50 H 0.46978 1.73276 -1.03185
51 O 4.71999 -0.53654 3.49892
52 C 4.61843 0.41474 2.75045
53 N 3.43510 1.06412 2.57726
54 C 5.78700 0.94484 1.95474
55 H 3.32785 1.85045 1.96276
56 H 2.64084 0.73370 3.09820
57 H 6.16638 0.15067 1.31405
58 H 6.57459 1.24532 2.64226
59 H 5.51329 1.80208 1.33819
60 O -4.09539 0.43813 -1.17365
61 C -3.84228 -0.70966 -0.80561
62 N -4.48787 -1.26444 0.24108
63 C -2.80274 -1.58331 -1.47004
64 H -4.30549 -2.19835 0.56058
65 H -5.19603 -0.72359 0.70838
66 H -1.84002 -1.07934 -1.41493
67 H -3.06712 -1.73410 -2.51500
68 H -2.71865 -2.55324 -0.98504
69 O 3.33597 -5.09210 4.36040
70 C 3.75439 -4.29673 5.18908
71 N 4.17391 -3.05957 4.84483
72 C 3.82322 -4.66074 6.65006
73 H 4.52001 -2.38710 5.50180
74 H 4.14401 -2.80080 3.87427
75 H 4.46828 -5.53169 6.75030
76 H 2.81897 -4.91651 6.98543
77 H 4.20813 -3.86151 7.28138
78 O 3.78829 -10.16407 6.38433
79 C 3.46034 -9.22056 5.69378
80 N 3.28311 -7.97600 6.21640
81 C 3.22510 -9.34397 4.20617
82 H 3.01525 -7.17823 5.66407
83 H 3.43656 -7.86197 7.20331
84 H 2.43412 -10.07163 4.03548
85 H 4.13895 -9.70102 3.73575
86 H 2.94095 -8.39563 3.75087

Results
Calculated total energy = -3315.2251 a.u.
Charge = +2

Atomic partial charges in e from the Löwdin method, atoms 1 to 5:
1 C 0.0227
2 C -0.3324
3 C -0.0399
4 O 0.0247
5 C -0.5902


3.
Here is 9 unconnected molecules or ions with the total composition C57H126N6O9 from OMol25. Energies are from ωB97M-V with the def2-TZVPD basis set.

Geometry (Å):
1 C -0.74902 -2.02442 -5.53609
2 O -1.63555 -3.09777 -5.39232
3 H 0.14464 -1.92119 -4.92061
4 H -0.42082 -2.15446 -6.56734
5 H -1.21054 -1.04300 -5.42690
6 H -2.39092 -2.87824 -5.94262
7 C -2.77034 -3.99402 -2.16304
8 O -3.28986 -2.84646 -2.61400
9 H -3.04495 -4.83174 -2.80406
10 H -1.68116 -4.00373 -2.12203
11 H -3.18942 -4.19710 -1.17753
12 H -3.12300 -2.85772 -3.55932
13 C 3.13142 2.28568 -4.25113
14 O 4.05794 3.35199 -4.31088
15 H 2.37683 2.41268 -5.02739
16 H 3.64871 1.40607 -4.63428
17 H 2.91436 2.07712 -3.20352
18 H 4.89241 3.03786 -3.95508
19 C -6.97533 4.74210 1.18510
20 C -6.49648 3.73729 2.23014
21 C -6.66427 2.37143 1.51472
22 C -6.03889 1.12307 2.19394
23 C -4.56571 1.50436 2.29113
24 C -4.26641 2.85529 2.99219
25 N -5.11056 3.95821 2.37025
26 O -4.78363 5.20664 2.89757
27 C -4.33522 2.65011 4.56703
28 C -2.82621 3.15960 2.61918
29 C -7.37443 3.71845 3.52429
30 H -6.81614 5.79625 1.41211
31 H -8.04874 4.63611 1.34219
32 H -6.65166 4.68476 0.14585
33 H -7.71077 2.11279 1.35335
34 H -6.25929 2.26636 0.50822
35 H -6.09057 0.13417 1.73841
36 H -6.48560 0.89996 3.16284
37 H -4.16448 1.42383 1.28087
38 H -4.04315 0.79634 2.93435
39 H -4.14548 3.54020 5.16689
40 H -5.34501 2.34899 4.84586
41 H -3.78538 1.83033 5.02936
42 H -2.71820 3.33210 1.54835
43 H -2.47265 4.10720 3.02557
44 H -2.17552 2.30975 2.82520
45 H -7.48366 2.80083 4.10234
46 H -8.34357 4.16243 3.29684
47 H -6.87355 4.41081 4.20094
48 H -3.95689 5.36511 2.43606
49 C 0.17073 -1.49948 2.21024
50 C -0.12464 -1.07722 0.80061
51 C -0.63538 0.36332 0.85778
52 C -0.50952 1.05537 -0.59483
53 C 0.97594 0.99524 -1.13592
54 C 1.51603 -0.50185 -1.15390
55 N 1.21885 -1.17463 0.15104
56 O 1.86686 -2.39758 0.26651
57 C 1.21275 -1.37042 -2.42516
58 C 3.06531 -0.32596 -1.31240
59 C -1.24071 -2.02519 0.28407
60 H 0.41482 -2.55952 2.27966
61 H -0.68703 -1.43985 2.88016
62 H 1.05478 -1.02710 2.63850
63 H -1.68940 0.36680 1.13552
64 H -0.02761 0.93366 1.56023
65 H -1.00266 2.02078 -0.70843
66 H -1.17918 0.50321 -1.25420
67 H 1.63604 1.61739 -0.53153
68 H 0.98861 1.33275 -2.17228
69 H 0.12953 -1.38109 -2.54604
70 H 1.67305 -0.96261 -3.32511
71 H 1.52433 -2.40528 -2.28342
72 H 3.51608 -1.28680 -1.06402
73 H 3.41144 -0.02935 -2.30251
74 H 3.47489 0.28689 -0.50943
75 H -1.59445 -1.68069 -0.68767
76 H -2.06180 -2.07403 0.99928
77 H -1.03654 -3.07959 0.09791
78 H 2.64573 -2.20062 0.79203
79 C 4.00847 -2.53524 -6.14462
80 C 4.55946 -1.84341 -7.42460
81 C 4.77843 -0.31645 -7.05218
82 C 5.61505 0.44886 -8.12531
83 C 6.93899 -0.27586 -8.49098
84 C 7.14335 -1.79947 -8.06165
85 N 5.82058 -2.46331 -8.00344
86 O 5.80842 -3.81722 -8.25833
87 C 8.14518 -2.51609 -9.09638
88 C 7.80044 -1.86515 -6.62057
89 C 3.49149 -1.84504 -8.54507
90 H 4.86490 -2.88299 -5.56697
91 H 3.35438 -3.34677 -6.46352
92 H 3.51469 -1.89751 -5.41142
93 H 3.80607 0.13422 -6.85337
94 H 5.39685 -0.24210 -6.15768
95 H 5.74721 1.43574 -7.68178
96 H 5.10021 0.50644 -9.08433
97 H 7.62244 0.31422 -7.88040
98 H 7.23855 -0.07546 -9.51967
99 H 8.13447 -3.59599 -8.94876
100 H 7.95531 -2.33073 -10.15358
101 H 9.19454 -2.22232 -9.07082
102 H 8.71442 -1.27691 -6.53868
103 H 7.02173 -1.44657 -5.98299
104 H 7.77348 -2.92523 -6.36836
105 H 2.50184 -1.44438 -8.32561
106 H 3.34449 -2.87815 -8.86002
107 H 3.90931 -1.26022 -9.36452
108 H 6.08596 -4.06574 -7.37356
109 C -5.87159 4.97398 -4.95187
110 C -4.61270 4.39995 -4.13518
111 C -4.70690 2.84654 -4.21029
112 C -3.38593 2.06583 -3.89217
113 C -2.11857 2.64131 -4.61850
114 C -2.02398 4.16591 -4.53776
115 N -3.34272 4.74612 -4.87698
116 O -3.31249 6.10654 -4.94837
117 C -1.34452 4.50944 -3.14700
118 C -1.11491 4.46624 -5.68040
119 C -4.72668 4.90038 -2.64838
120 H -5.78383 6.05484 -5.06211
121 H -5.95087 4.63306 -5.98415
122 H -6.86139 4.93073 -4.49742
123 H -5.52294 2.45669 -3.60186
124 H -5.05335 2.58841 -5.21101
125 H -3.15442 2.01266 -2.82836
126 H -3.42708 1.00845 -4.15363
127 H -2.07981 2.29405 -5.65097
128 H -1.25512 2.23087 -4.09495
129 H -0.28301 4.29769 -3.01870
130 H -1.79017 3.91112 -2.35233
131 H -1.28957 5.58669 -2.99010
132 H -1.28867 3.98045 -6.64056
133 H -0.06989 4.56863 -5.38792
134 H -1.18954 5.54582 -5.81095
135 H -4.30984 5.90597 -2.59232
136 H -5.78574 4.92562 -2.39176
137 H -4.23742 4.14020 -2.03940
138 H -3.44188 6.35520 -4.03021
139 C 4.92370 2.13419 9.01610
140 C 4.66190 1.64833 7.61106
141 C 6.06104 1.20666 6.98465
142 C 5.82681 0.43261 5.58190
143 C 5.10733 -0.82761 6.00533
144 C 3.66425 -0.57850 6.60489
145 N 3.74877 0.49867 7.66372
146 O 2.49818 0.87613 8.21280
147 C 2.71675 -0.18768 5.48071
148 C 3.33343 -1.84621 7.34533
149 C 3.99646 2.79629 6.81151
150 H 5.40909 3.10937 8.97718
151 H 5.56413 1.45764 9.58198
152 H 4.04799 2.47052 9.57117
153 H 6.70745 2.05852 6.77353
154 H 6.56631 0.60839 7.74286
155 H 6.65676 0.02588 5.00410
156 H 5.26291 0.96761 4.81778
157 H 5.57177 -1.34574 6.84434
158 H 5.23046 -1.60867 5.25508
159 H 2.12159 0.68941 5.73486
160 H 3.18496 -0.02999 4.50911
161 H 2.11258 -1.08561 5.35107
162 H 3.40000 -2.71241 6.68702
163 H 3.95495 -1.88404 8.23997
164 H 2.29378 -1.82103 7.67184
165 H 4.47961 3.76929 6.72247
166 H 3.06323 3.16047 7.24111
167 H 3.75506 2.45808 5.80382
168 H 2.74244 0.87558 9.14120
169 C -4.00177 -5.86975 3.77436
170 C -2.90718 -4.87816 4.12329
171 C -3.52380 -3.85980 5.12203
172 C -2.54415 -3.10397 6.03444
173 C -1.60822 -4.11924 6.67214
174 C -0.83141 -4.97105 5.66892
175 N -1.75699 -5.62267 4.78211
176 O -1.53224 -6.95135 4.35430
177 C 0.15496 -4.11654 4.81441
178 C -0.12984 -5.84704 6.62774
179 C -2.52141 -4.13707 2.81315
180 H -4.96491 -5.44778 3.48729
181 H -4.09953 -6.52094 4.64299
182 H -3.76890 -6.59375 2.99353
183 H -4.02687 -3.04948 4.59439
184 H -4.26615 -4.32896 5.76771
185 H -3.15226 -2.49962 6.70755
186 H -2.00491 -2.48892 5.31400
187 H -2.23474 -4.71770 7.33352
188 H -0.90157 -3.59459 7.31518
189 H -0.44704 -3.37863 4.28414
190 H 0.85024 -3.64819 5.51106
191 H 0.65765 -4.78182 4.11241
192 H -0.86350 -6.27299 7.31213
193 H 0.37164 -6.65944 6.10178
194 H 0.70785 -5.38711 7.15198
195 H -1.49374 -4.33724 2.50995
196 H -2.37842 -3.11039 3.15016
197 H -3.32223 -4.20667 2.07698
198 H -1.53870 -7.41980 5.19222

Results
Calculated total energy = -3252.2316 a.u.
2S+1 = 2
Charge = +1

Atomic partial charges in e from the Löwdin method, atoms 1 to 5:
1 C -0.1565
2 O -0.1090
3 H 0.0565
4 H 0.0816
5 H 0.0763


Here are the calculated F_max numbers, same order: 4.8; 1.3; 3.6 (eV Å⁻¹).